# C3H5NO2S2

2 unconnected molecules or ions with the total composition C3H5NO2S2 (ωB97M-V with the def2-TZVPD basis set, OMol25).

Last column: Mulliken charge in e.
Positions of all 13 atoms, in Å:
O: -0.3762 -1.1757 -1.3962  -0.50
C: 0.0417 -1.2533 -0.1157  -0.71
C: -0.4799 -0.5848 0.9128  0.71
S: 0.1117 -0.7174 2.5789  -0.21
S: -1.8111 0.5783 0.6813  -0.27
H: -1.1182 -0.5569 -1.4612  0.34
H: 0.8678 -1.9382 0.0072  0.31
H: 1.1794 -1.4544 2.3000  0.11
H: -2.3510 0.3870 1.8814  0.10
N: 0.3192 1.9064 -1.4787  -0.42
C: 1.3355 1.3724 -1.1581  0.70
O: 2.1946 0.7232 -0.7414  -0.40
H: 0.0863 2.7134 -2.0105  0.24

For the HOMO-LUMO gap, the calculation gives 0.3122 hartree. The HOMO energy comes out at -8.0 eV. The spin multiplicity is 1. As for the SMILES: OC=C(S)S.N=C=O. The calculation puts the energy above the lowest of the compared OMol25 structures with the same formula, charge and spin at 1.447 eV. The net charge is 0.